{
  "formula": "C44H56BBrN12S3V",
  "method": "wB97M-V/def2-TZVPD",
  "symbols": ["V", "C", "C", "C", "C", "N", "N", "B", "N", "N", "C", "C", "C", "C", "C", "S", "C", "C", "C", "C", "N", "N", "C", "C", "C", "C", "C", "S", "C", "C", "C", "C", "C", "S", "C", "C", "C", "C", "H", "H", "H", "H", "H", "H", "H", "H", "H", "H", "H", "H", "H", "H", "H", "H", "H", "H", "H", "H", "H", "H", "H", "H", "H", "H", "H", "H", "H", "H", "H", "H", "H", "H", "H", "H", "H", "H", "H", "C", "C", "C", "C", "C", "Br", "N", "C", "H", "H", "H", "H", "H", "H", "C", "C", "N", "C", "C", "N", "C", "N", "N", "N", "C", "C", "C", "C", "C", "C", "H", "H", "H", "H", "H", "H", "H", "H", "H", "H", "H"],
  "xyz": [[-1.594, 0.985, -0.868], [3.036, 3.772, -0.751], [2.421, 2.992, 0.369], [2.830, 3.079, 1.665], [2.219, 2.302, 2.683], [1.267, 1.453, 2.395], [0.873, 1.378, 1.122], [-0.083, 0.221, 0.730], [0.750, -0.934, 0.115], [2.052, -0.999, 0.391], [2.679, -2.104, 0.077], [1.976, -3.197, -0.489], [0.640, -3.123, -0.754], [-0.161, -4.251, -1.324], [0.021, -1.888, -0.448], [-1.633, -1.504, -0.773], [4.169, -2.188, 0.353], [4.899, -2.476, -0.967], [4.415, -3.333, 1.347], [4.687, -0.880, 0.947], [-0.704, -0.363, 2.023], [-0.071, -1.365, 2.624], [-0.520, -1.758, 3.790], [-1.626, -1.108, 4.390], [-2.261, -0.072, 3.768], [-3.431, 0.654, 4.349], [-1.756, 0.284, 2.497], [-2.392, 1.499, 1.461], [0.220, -2.937, 4.412], [0.095, -4.137, 3.463], [1.698, -2.559, 4.569], [-0.356, -3.305, 5.779], [1.351, 2.098, 0.120], [0.611, 1.834, -1.424], [2.670, 2.408, 4.128], [1.829, 1.506, 5.027], [2.525, 3.866, 4.587], [4.143, 1.979, 4.205], [3.822, 4.429, -0.383], [2.285, 4.373, -1.267], [3.463, 3.097, -1.495], [3.633, 3.757, 1.925], [2.511, -4.112, -0.712], [0.467, -5.116, -1.524], [-0.655, -3.947, -2.248], [-0.951, -4.542, -0.628], [4.586, -3.422, -1.413], [5.972, -2.541, -0.785], [4.728, -1.679, -1.694], [4.105, -4.300, 0.945], [3.881, -3.164, 2.283], [5.480, -3.399, 1.572], [4.537, -0.044, 0.261], [5.755, -0.979, 1.140], [4.185, -0.640, 1.886], [-1.978, -1.440, 5.357], [-3.690, 0.258, 5.329], [-4.298, 0.569, 3.691], [-3.209, 1.718, 4.446], [0.517, -3.898, 2.485], [-0.948, -4.431, 3.331], [0.637, -4.990, 3.874], [2.135, -2.296, 3.605], [2.250, -3.402, 4.986], [1.818, -1.710, 5.245], [-1.398, -3.627, 5.712], [-0.290, -2.476, 6.488], [0.213, -4.135, 6.196], [0.775, 1.787, 5.003], [2.187, 1.599, 6.053], [1.906, 0.460, 4.726], [1.486, 4.196, 4.531], [3.135, 4.549, 3.993], [2.852, 3.957, 5.623], [4.269, 0.949, 3.866], [4.488, 2.041, 5.237], [4.790, 2.620, 3.603], [-2.006, 6.612, -0.685], [-2.669, 5.268, -0.811], [-4.049, 5.123, -0.899], [-4.622, 3.865, -1.019], [-3.764, 2.794, -1.047], [-4.390, 1.019, -1.245], [-2.437, 2.886, -0.964], [-1.904, 4.113, -0.846], [-2.743, 7.412, -0.664], [-1.335, 6.794, -1.525], [-1.418, 6.672, 0.231], [-4.688, 5.998, -0.876], [-5.690, 3.723, -1.091], [-0.824, 4.151, -0.791], [0.018, -0.938, -3.708], [-1.017, 0.098, -3.971], [-1.590, 0.906, -3.084], [-2.362, 1.799, -3.828], [-2.284, 1.486, -5.136], [-1.434, 0.407, -5.214], [-1.108, -0.276, -6.468], [-2.311, -0.670, -7.128], [-2.603, -0.158, -8.363], [-3.687, -0.673, -8.782], [-4.150, -1.562, -7.823], [-5.292, -2.368, -7.816], [-5.495, -3.158, -6.709], [-4.589, -3.153, -5.626], [-3.462, -2.361, -5.619], [-3.265, -1.568, -6.755], [0.437, -0.789, -2.717], [0.831, -0.850, -4.428], [-0.392, -1.948, -3.767], [-2.934, 2.593, -3.390], [-2.751, 1.913, -6.007], [-0.473, -1.132, -6.246], [-0.584, 0.401, -7.140], [-5.978, -2.363, -8.651], [-6.363, -3.801, -6.662], [-4.788, -3.795, -4.778], [-2.774, -2.365, -4.783]],
  "multiplicity": 2,
  "gap_ev": [6.875, 7.237],
  "total_charge": 2
}



{
  "formula": "C21H24N4O3S",
  "method": "wB97M-V/def2-TZVPD",
  "symbols": ["C", "O", "C", "C", "C", "C", "C", "C", "N", "C", "S", "N", "C", "C", "N", "C", "O", "C", "C", "C", "O", "N", "C", "C", "C", "C", "C", "C", "C", "H", "H", "H", "H", "H", "H", "H", "H", "H", "H", "H", "H", "H", "H", "H", "H", "H", "H", "H", "H", "H", "H", "H", "H"],
  "xyz": [[-2.757, -3.828, 1.952], [-1.754, -2.922, 1.562], [-1.659, -2.587, 0.237], [-2.421, -3.134, -0.780], [-2.248, -2.706, -2.089], [-1.327, -1.721, -2.382], [-0.559, -1.163, -1.374], [-0.700, -1.598, -0.065], [-0.005, -1.067, 1.027], [1.068, -0.240, 1.126], [1.092, 0.789, 2.434], [2.080, -0.297, 0.226], [2.408, -1.475, -0.543], [3.610, -2.153, 0.116], [4.689, -1.203, 0.223], [4.551, 0.133, 0.341], [5.507, 0.867, 0.464], [3.135, 0.699, 0.262], [3.062, 1.631, -0.971], [1.614, 1.831, -1.401], [1.213, 1.416, -2.470], [0.853, 2.452, -0.470], [-0.544, 2.572, -0.424], [-1.369, 2.254, -1.497], [-2.740, 2.360, -1.348], [-3.295, 2.783, -0.154], [-2.479, 3.114, 0.921], [-3.058, 3.594, 2.217], [-1.105, 3.007, 0.773], [-3.753, -3.463, 1.682], [-2.598, -4.817, 1.511], [-2.681, -3.901, 3.036], [-3.154, -3.896, -0.567], [-2.848, -3.145, -2.871], [-1.203, -1.368, -3.393], [0.133, -0.374, -1.614], [-0.547, -1.108, 1.884], [2.659, -1.172, -1.564], [1.569, -2.166, -0.576], [3.320, -2.521, 1.110], [3.939, -3.004, -0.487], [5.631, -1.554, 0.323], [2.990, 1.288, 1.178], [3.594, 1.187, -1.814], [3.540, 2.580, -0.730], [1.307, 2.715, 0.396], [-0.944, 1.925, -2.429], [-3.382, 2.106, -2.178], [-4.368, 2.858, -0.053], [-4.090, 3.271, 2.326], [-2.477, 3.222, 3.058], [-3.038, 4.684, 2.253], [-0.460, 3.244, 1.607]],
  "smiles": "COc1ccccc1NC(=S)N1CCNC(=O)[C@H]1CC(=O)Nc1cccc(C)c1",
  "gap_ev": 8.569
}



{
  "formula": "C49H52As2Br2MnN4O6S4",
  "method": "wB97M-V/def2-TZVPD",
  "symbols": ["Mn", "Br", "C", "Br", "H", "H", "N", "S", "N", "S", "N", "S", "N", "C", "C", "C", "C", "C", "C", "C", "C", "C", "C", "C", "C", "C", "C", "C", "C", "C", "C", "C", "C", "C", "C", "C", "C", "C", "C", "C", "C", "C", "C", "C", "C", "C", "C", "C", "C", "H", "H", "H", "H", "H", "H", "H", "H", "H", "H", "H", "H", "H", "H", "H", "H", "H", "H", "H", "H", "H", "H", "H", "H", "H", "H", "H", "H", "H", "H", "O", "As", "O", "O", "C", "C", "C", "C", "C", "C", "S", "O", "O", "O", "H", "H", "H", "H", "H", "C", "C", "As", "C", "C", "C", "C", "H", "H", "H", "H", "H", "H", "H", "H", "H", "H", "H", "H", "H", "H", "H"],
  "xyz": [[0.090, 0.491, -0.034], [0.315, 0.394, 3.431], [1.473, 1.758, 4.144], [3.289, 1.627, 3.532], [1.485, 1.627, 5.214], [1.074, 2.718, 3.861], [-1.781, 0.570, 0.055], [-2.997, 0.041, -0.570], [-2.951, -1.139, -1.653], [-3.003, -0.905, -3.226], [-1.822, -0.157, -3.935], [-0.294, -0.298, -3.355], [-0.033, 0.423, -2.111], [0.590, 0.443, -4.705], [-0.038, 1.000, -5.807], [0.742, 1.637, -6.766], [2.120, 1.702, -6.612], [2.732, 1.142, -5.493], [1.965, 0.514, -4.527], [0.077, -2.033, -3.608], [-0.130, -2.923, -2.575], [0.103, -4.274, -2.784], [0.521, -4.723, -4.027], [0.696, -3.823, -5.075], [0.473, -2.471, -4.874], [-3.121, -2.593, -3.743], [-3.311, -3.642, -2.854], [-3.473, -4.927, -3.360], [-3.444, -5.152, -4.725], [-3.269, -4.087, -5.603], [-3.114, -2.802, -5.118], [-4.390, -0.119, -3.773], [-5.653, -0.691, -3.418], [-6.806, -0.164, -3.955], [-6.762, 0.912, -4.857], [-5.513, 1.449, -5.229], [-4.336, 0.956, -4.719], [-3.944, 1.399, -1.252], [-3.181, 2.414, -1.813], [-3.805, 3.562, -2.269], [-5.181, 3.704, -2.136], [-5.931, 2.688, -1.565], [-5.320, 1.527, -1.112], [-4.060, -0.664, 0.651], [-5.065, -1.552, 0.303], [-5.983, -1.934, 1.270], [-5.884, -1.428, 2.561], [-4.844, -0.571, 2.902], [-3.922, -0.180, 1.943], [-1.115, 0.927, -5.904], [0.270, 2.079, -7.636], [2.724, 2.194, -7.367], [3.807, 1.201, -5.369], [2.417, 0.086, -3.636], [-0.469, -2.577, -1.618], [-0.046, -4.955, -1.954], [0.710, -5.780, -4.188], [1.005, -4.174, -6.054], [0.609, -1.772, -5.688], [-3.304, -3.448, -1.788], [-3.603, -5.758, -2.675], [-3.556, -6.159, -5.110], [-3.260, -4.261, -6.673], [-2.992, -1.954, -5.786], [-5.695, -1.541, -2.740], [-7.763, -0.596, -3.679], [-7.680, 1.312, -5.274], [-5.476, 2.278, -5.929], [-3.378, 1.379, -4.992], [-2.111, 2.267, -1.897], [-3.214, 4.353, -2.720], [-5.669, 4.607, -2.485], [-7.005, 2.796, -1.468], [-5.912, 0.738, -0.666], [-5.112, -1.947, -0.705], [-6.779, -2.625, 1.014], [-6.619, -1.707, 3.307], [-4.751, -0.202, 3.918], [-3.090, 0.475, 2.172], [2.453, -1.906, -1.143], [2.938, -0.823, 0.157], [4.502, -0.473, -0.170], [1.963, 0.581, 0.147], [2.783, -1.930, 1.735], [3.978, -2.080, 2.428], [4.053, -2.952, 3.501], [2.945, -3.702, 3.875], [1.747, -3.562, 3.195], [1.659, -2.669, 2.131], [0.045, -2.546, 1.383], [-0.213, -3.803, 0.730], [-0.892, -2.174, 2.416], [0.246, -1.436, 0.392], [3.292, -2.105, -1.592], [4.838, -1.510, 2.102], [4.982, -3.049, 4.050], [3.019, -4.405, 4.696], [0.866, -4.126, 3.480], [1.808, 3.295, -2.411], [0.417, 3.605, -1.850], [0.212, 2.918, -0.037], [1.700, 3.807, 0.832], [1.738, 5.314, 0.617], [-1.313, 3.927, 0.614], [-1.473, 3.753, 2.127], [1.830, 3.452, -3.491], [2.072, 2.253, -2.220], [2.575, 3.927, -1.961], [-0.336, 3.103, -2.455], [0.197, 4.667, -1.841], [2.590, 3.312, 0.454], [1.653, 3.576, 1.892], [1.805, 5.576, -0.441], [2.611, 5.731, 1.121], [0.849, 5.801, 1.027], [-2.177, 3.517, 0.097], [-1.208, 4.971, 0.330], [-1.447, 2.694, 2.398], [-2.422, 4.166, 2.474], [-0.671, 4.259, 2.671]],
  "multiplicity": 6,
  "gap_ev": [4.036, 8.682]
}



{
  "formula": "C24H27As2Br4HfO2Si",
  "method": "wB97M-V/def2-TZVPD",
  "symbols": ["Hf", "C", "As", "C", "C", "C", "C", "C", "C", "C", "As", "C", "C", "H", "H", "H", "H", "H", "H", "H", "H", "H", "H", "H", "H", "H", "H", "H", "H", "Br", "C", "C", "Br", "C", "Br", "C", "O", "C", "O", "C", "Br", "C", "Si", "C", "C", "C", "C", "C", "C", "C", "H", "H", "H", "H", "H", "H", "H", "H", "H", "H", "H"],
  "xyz": [[-0.386, 0.149, -0.847], [3.970, 0.846, -2.397], [2.492, 0.363, -1.243], [3.299, -1.072, -0.212], [2.309, 1.784, 0.087], [3.019, 1.743, 1.283], [2.728, 2.626, 2.312], [1.706, 3.553, 2.164], [0.993, 3.612, 0.977], [1.290, 2.746, -0.071], [0.222, 2.766, -1.705], [-1.021, 4.222, -1.527], [1.481, 3.391, -3.051], [4.838, 1.022, -1.764], [3.759, 1.730, -2.989], [4.155, 0.002, -3.060], [4.278, -0.784, 0.167], [3.417, -1.928, -0.874], [2.645, -1.350, 0.614], [3.801, 1.009, 1.427], [3.292, 2.577, 3.233], [1.461, 4.225, 2.975], [0.194, 4.335, 0.875], [-1.828, 3.924, -0.860], [-1.432, 4.407, -2.518], [-0.541, 5.127, -1.163], [2.296, 3.934, -2.579], [0.951, 4.049, -3.738], [1.865, 2.548, -3.619], [-4.407, 0.131, 4.790], [-3.802, 0.274, 3.019], [-4.709, 0.418, 1.967], [-6.554, 0.477, 2.298], [-4.247, 0.523, 0.649], [-5.389, 0.699, -0.834], [-2.892, 0.489, 0.404], [-2.309, 0.529, -0.834], [-1.987, 0.316, 1.459], [-0.685, 0.215, 1.072], [-2.428, 0.224, 2.760], [-1.127, 0.006, 4.101], [-2.216, -2.858, -2.455], [-0.608, -2.476, -1.577], [0.821, -3.284, -2.490], [-0.692, -3.078, 0.203], [-1.861, -2.868, 0.946], [-1.919, -3.181, 2.296], [-0.806, -3.710, 2.934], [0.358, -3.939, 2.216], [0.413, -3.626, 0.864], [-2.397, -3.936, -2.468], [-2.187, -2.512, -3.491], [-3.070, -2.378, -1.976], [0.739, -4.372, -2.419], [1.798, -2.999, -2.097], [0.792, -3.017, -3.548], [-2.742, -2.459, 0.461], [-2.834, -3.014, 2.852], [-0.852, -3.952, 3.988], [1.223, -4.372, 2.704], [1.324, -3.827, 0.309]],
  "gap_ev": 7.135,
  "total_charge": 1
}



Quick rundown of energy relative to the best compared isomer or geometry (same formula, charge and spin), same order as above: 23.0; 14.4; 23.7; 0.0 kJ/mol